[1]
15
Properties=species:S:1:pos:R:3:lowdin_charge:R:1 method="wB97M-V/def2-TZVPD" e_tot_ha=-229.77730 gap_ev=9.902 e_above_lowest_kj_mol=83.9 smiles=CNCCN charge=0
N 0.6991 1.5152 1.6331 -0.008
C -0.5071 1.1737 0.8855 -0.301
C -0.5418 -0.2293 0.3062 -0.236
N 0.5303 -0.3505 -0.7200 -0.123
C 0.1338 -1.1897 -1.8365 -0.158
H 0.5376 1.4203 2.6280 0.056
H 1.4925 0.9231 1.4247 0.050
H -1.4110 1.4434 1.4344 0.106
H -0.5514 1.8864 0.0583 0.098
H -0.3213 -0.9367 1.1179 0.109
H -1.4986 -0.5175 -0.1198 0.103
H 1.3483 -0.7531 -0.2830 0.092
H 0.2848 -2.2572 -1.6257 0.073
H -0.9023 -1.1851 -2.1738 0.072
H 0.7072 -0.9430 -2.7294 0.068

---

[2]
75
Properties=species:S:1:pos:R:3:lowdin_charge:R:1 method="wB97M-V/def2-TZVPD" e_tot_ha=-4094.24347 gap_ev="8.185 / 8.178" e_above_lowest_kj_mol=0.0 charge=+1 spin_multiplicity=2
Yb -1.0069 -0.4656 -1.9463 1.270
C -1.8138 0.5758 3.2385 -0.026
N -1.8499 -0.7233 2.5987 -0.112
C -1.5755 -1.9353 3.1948 -0.025
C -1.6093 -2.8705 2.2217 -0.037
N -1.9045 -2.2367 1.0315 -0.008
B -1.9789 -2.8871 -0.3623 -0.474
N -3.3176 -2.4252 -1.0186 -0.044
C -4.5130 -2.3070 -0.3427 -0.065
C -5.4480 -1.8527 -1.2027 -0.024
N -4.8233 -1.6824 -2.4166 -0.111
C -5.4070 -1.1854 -3.6473 -0.026
C -3.5245 -2.0357 -2.2907 -0.766
S -2.4010 -2.0058 -3.5901 0.621
C -2.0236 -0.9173 1.2787 -0.692
S -2.4750 0.3126 0.1703 0.690
H -1.2075 0.5076 4.1376 0.100
H -2.8203 0.9120 3.4887 0.098
H -1.3551 1.2841 2.5533 0.062
H -1.3896 -2.0266 4.2499 0.129
H -1.4665 -3.9355 2.2699 0.127
H -1.0347 -2.4293 -1.0596 0.024
H -1.9220 -4.0736 -0.2813 0.095
H -4.5946 -2.5549 0.7008 0.134
H -6.4903 -1.6307 -1.0574 0.130
H -6.4555 -0.9547 -3.4818 0.097
H -5.3130 -1.9355 -4.4302 0.092
H -4.8802 -0.2884 -3.9692 0.087
O 1.0514 -0.4063 -2.8186 -0.079
C 1.5084 -0.3218 -1.6468 -0.589
N 2.7562 -0.5700 -1.2353 0.188
C 2.8462 -0.5182 0.2215 -0.243
C 1.3675 -0.1535 0.5539 -0.396
O 0.9048 -0.0412 1.6604 0.118
N 0.6781 0.0215 -0.6255 0.031
C 3.1673 -1.8940 0.7992 -0.137
C 2.2423 -2.9244 0.6415 -0.019
C 2.4997 -4.1816 1.1601 -0.064
C 3.6867 -4.4213 1.8390 -0.074
C 4.6164 -3.4049 1.9857 -0.061
C 4.3594 -2.1432 1.4658 -0.015
C 3.7511 0.6126 0.7036 -0.163
C 4.5385 1.3313 -0.1873 -0.029
C 5.3150 2.3915 0.2619 -0.074
C 5.3060 2.7433 1.6009 -0.081
C 4.5338 2.0171 2.4979 -0.063
C 3.7662 0.9518 2.0570 -0.033
H 3.4706 -0.9513 -1.8336 0.177
H 1.3127 -2.7450 0.1098 0.108
H 1.7733 -4.9750 1.0380 0.108
H 3.8856 -5.4032 2.2480 0.108
H 5.5457 -3.5908 2.5078 0.110
H 5.0851 -1.3482 1.5758 0.117
H 4.5481 1.0703 -1.2374 0.107
H 5.9319 2.9376 -0.4402 0.107
H 5.9039 3.5764 1.9467 0.107
H 4.5331 2.2796 3.5479 0.109
H 3.1715 0.3799 2.7535 0.121
C -1.6534 3.5909 -4.0518 -0.193
S -0.7409 2.3910 -3.0630 1.006
O -1.7236 1.2160 -2.9530 -0.658
C -0.8358 3.2038 -1.4719 -0.417
C 0.3473 3.5053 -0.8131 -0.079
C 0.2893 4.1088 0.4331 -0.051
C -0.9420 4.4068 1.0005 -0.051
C -2.1196 4.0935 0.3331 -0.062
C -2.0717 3.4850 -0.9085 -0.119
H -2.6224 3.7557 -3.5870 0.061
H -1.7705 3.1611 -5.0451 0.067
H -1.0711 4.5092 -4.0963 0.075
H 1.3048 3.2653 -1.2609 0.114
H 1.2041 4.3474 0.9589 0.115
H -0.9837 4.8828 1.9714 0.115
H -3.0783 4.3083 0.7852 0.117
H -2.9881 3.2174 -1.4204 0.114

---

[3]
84
Properties=species:S:1:pos:R:3:lowdin_charge:R:1 method="wB97M-V/def2-TZVPD" e_tot_ha=-8735.75621 gap_ev=7.137 e_above_lowest_kj_mol=0.0 charge=-1
C 0.2075 5.2309 2.9534 -0.218
C -0.5324 6.1961 2.0131 -0.433
P -2.2282 6.5085 2.6915 0.842
C -2.7549 7.9778 1.6759 -0.300
N -2.9820 5.1415 2.0059 -0.261
C -4.1771 4.5942 2.6703 -0.225
C -4.7256 3.4701 1.7541 -0.692
O -4.1668 2.3621 1.8293 -0.054
O -5.6721 3.8172 0.9655 -0.110
H 0.7645 5.7508 3.7389 0.064
H -0.5157 4.5425 3.4071 0.022
H 0.8627 4.5822 2.3641 0.006
H 0.0202 7.1192 1.8192 0.061
H -0.7115 5.6610 1.0696 0.070
H -3.2196 8.7343 2.3183 0.009
H -3.4761 7.6837 0.9056 0.029
H -1.8887 8.4461 1.1949 0.017
H -3.1468 5.2246 1.0062 0.081
H -4.9505 5.3454 2.8687 0.091
H -3.8608 4.1739 3.6335 0.089
Cl -3.9103 3.6872 -2.2465 0.520
C -5.6307 3.3066 -1.9770 -0.672
C -6.0571 2.0421 -2.6660 -0.659
Cl -6.0833 2.1908 -4.4557 0.485
H -6.2166 4.1601 -2.3102 0.060
H -5.7469 3.2040 -0.8925 0.032
H -7.0710 1.7953 -2.3611 -0.004
H -5.3986 1.2141 -2.4174 0.069
Cl 0.4046 2.0437 2.0584 0.600
C -1.1591 1.2037 2.3133 -0.609
C -1.7205 1.5101 3.6713 -0.645
Cl -0.7058 0.7838 4.9692 0.500
H -0.9898 0.1364 2.1844 0.061
H -1.8477 1.5508 1.5447 0.063
H -2.7185 1.0939 3.7616 0.071
H -1.7821 2.5794 3.8474 0.049
Cl -9.4920 3.8984 -1.6153 0.572
C -10.8898 2.8660 -1.9999 -0.669
C -10.7779 1.5056 -1.3598 -0.659
Cl -9.4535 0.5525 -2.0719 0.571
H -10.9598 2.7870 -3.0821 0.066
H -11.7781 3.3728 -1.6251 0.068
H -11.6987 0.9457 -1.5168 0.068
H -10.5916 1.5857 -0.2917 0.070
Cl 4.3289 -0.3293 2.5197 0.558
C 2.5837 -0.7058 2.4449 -0.669
C 2.3244 -2.1052 1.9550 -0.622
Cl 2.7437 -2.3073 0.2266 0.579
H 2.1041 0.0346 1.8121 0.006
H 2.1919 -0.5968 3.4549 0.069
H 1.2637 -2.3316 2.0481 0.073
H 2.8914 -2.8418 2.5188 0.071
Cl 8.5654 -1.8011 -1.4772 0.530
C 6.9990 -2.6113 -1.1964 -0.682
C 6.4025 -2.2778 0.1428 -0.671
Cl 7.3401 -2.9692 1.4975 0.549
H 7.1546 -3.6830 -1.3011 0.050
H 6.3136 -2.2845 -1.9761 -0.001
H 5.4027 -2.7019 0.1987 0.012
H 6.3326 -1.2058 0.3042 0.054
Cl 7.9629 -3.5679 -5.1844 0.541
C 6.6202 -4.7350 -5.0795 -0.657
C 5.2774 -4.0810 -5.2779 -0.655
Cl 4.8597 -2.9952 -3.9308 0.572
H 6.6800 -5.2235 -4.1097 0.066
H 6.7798 -5.4796 -5.8577 0.072
H 4.5017 -4.8438 -5.3207 0.030
H 5.2459 -3.4978 -6.1947 0.070
Cl 2.2475 -5.3771 -3.7480 0.545
C 0.8528 -4.6076 -2.9438 -0.642
C 0.7718 -4.9731 -1.4846 -0.679
Cl 0.3619 -6.6940 -1.2475 0.533
H -0.0448 -4.9056 -3.4791 0.068
H 0.9827 -3.5312 -3.0451 0.075
H -0.0131 -4.3886 -1.0079 0.074
H 1.7105 -4.7803 -0.9734 0.029
Cl 6.2827 -6.6840 -0.2213 0.533
C 7.4724 -6.5778 1.1044 -0.683
C 7.6943 -7.9076 1.7769 -0.667
Cl 6.2626 -8.4512 2.6906 0.534
H 7.1210 -5.8263 1.8050 0.029
H 8.4056 -6.2290 0.6652 0.073
H 8.5122 -7.8196 2.4901 0.071
H 7.9393 -8.6824 1.0548 0.065

---

[4]
59
Properties=species:S:1:pos:R:3:lowdin_charge:R:1 method="wB97M-V/def2-TZVPD" e_tot_ha=-3981.17908 gap_ev=6.828 e_above_lowest_kj_mol=0.0 charge=0
Be -0.2466 -0.3490 0.7040 -0.069
C 4.2290 3.2242 1.9431 -0.092
C 4.4591 2.4649 0.6370 -0.254
N 4.1362 1.0522 0.7306 -0.038
C 2.8820 0.5556 0.6638 -0.876
S 2.6928 -1.1165 0.8158 0.550
N 1.9403 1.4829 0.4607 -0.001
N 0.6489 1.1537 0.4209 0.020
C -0.1808 2.1433 0.2162 -0.242
C 0.2672 3.5523 -0.0027 -0.012
C -1.5773 1.7818 0.2638 -0.202
C -2.6331 2.6758 0.0791 0.006
C -3.9290 2.2074 0.1662 -0.042
C -4.1514 0.8649 0.4526 -0.033
C -3.0558 0.0447 0.6353 -0.076
N -1.8083 0.4881 0.5382 0.062
H 4.3127 4.2986 1.7698 0.067
H 4.9620 2.9355 2.6974 0.068
H 3.2328 3.0084 2.3266 0.063
H 5.5046 2.5439 0.3362 0.110
H 3.8415 2.8957 -0.1500 0.096
H 4.8459 0.4000 1.0099 0.104
H 1.3435 3.5566 -0.1383 0.058
H 0.0193 4.1711 0.8637 0.095
H -0.2168 3.9880 -0.8783 0.083
H -2.4280 3.7152 -0.1327 0.111
H -4.7614 2.8830 0.0201 0.112
H -5.1494 0.4583 0.5218 0.110
H -3.1672 -1.0049 0.8802 0.126
C -5.8348 -0.5421 5.5345 -0.057
C -4.5450 -0.6711 4.7684 -0.279
C -4.1339 -1.8892 4.2476 -0.024
C -2.9017 -2.0402 3.6165 -0.314
C -2.5050 -3.3929 3.0907 -0.089
C -2.0560 -0.9310 3.5046 -0.514
Se -0.2611 -1.1410 2.8085 0.817
C -2.4709 0.3213 3.9788 -0.305
C -1.5864 1.5350 3.8924 -0.074
C -3.7116 0.4265 4.5983 -0.023
H -6.4745 -1.4115 5.3860 0.071
H -6.3843 0.3501 5.2312 0.075
H -5.6280 -0.4560 6.6035 0.081
H -4.7815 -2.7537 4.3578 0.110
H -3.3098 -4.1123 3.2431 0.073
H -1.6096 -3.7491 3.6031 0.073
H -2.2670 -3.3448 2.0260 0.049
H -1.1112 1.6128 2.9154 0.034
H -0.7853 1.4563 4.6304 0.085
H -2.1585 2.4430 4.0872 0.077
H -4.0277 1.3890 4.9905 0.116
C 0.0759 -3.1671 -2.0694 0.023
C -0.1546 -2.6256 -0.6888 -0.517
N -0.1087 -3.4815 0.3188 0.202
O -0.4218 -1.4151 -0.5372 -0.011
H -0.5821 -4.0144 -2.2612 0.090
H 1.1101 -3.5064 -2.1422 0.097
H -0.0991 -2.3886 -2.8049 0.091
H 0.2475 -4.4121 0.1878 0.127
H -0.1402 -3.1009 1.2725 0.012